No. 1
Molecular formula: C5H28AgCl2O14
Method: DFT, ωB97M-V/def2-TZVPD

The LUMO energy (alpha / beta) comes out at -4.677 / -8.501 eV. The charge is +1. The calculation puts the HOMO energy (alpha / beta) at -12.73 / -12.73 eV. The expectation value of S² is 2.02. For the gap between HOMO and LUMO (alpha / beta), the calculation gives 8.0 / 4.2 eV. The spin multiplicity is 3.

Geometry as XYZ:
```
50
Properties=species:S:1:pos:R:3:lowdin_spin:R:1
Ag -15.326 -14.022 -17.340 0.042
Cl -11.748 -15.137 -10.366 0.001
Cl -13.556 -16.615 -11.973 0.000
O -13.875 -13.717 -15.199 0.601
O -13.099 -11.095 -10.268 0.000
O -17.605 -13.559 -16.998 -0.002
O -15.661 -12.177 -18.595 0.141
O -14.225 -8.725 -11.818 0.000
O -10.736 -11.230 -11.798 0.000
O -10.699 -14.077 -14.861 0.005
O -17.721 -12.920 -13.992 0.001
O -16.587 -9.722 -16.017 0.012
O -15.335 -12.175 -15.654 0.281
O -11.864 -9.118 -13.202 0.001
O -13.730 -9.752 -17.815 0.000
O -14.793 -12.914 -20.417 0.798
O -12.597 -16.579 -16.392 -0.001
C -14.360 -12.563 -14.957 0.012
C -13.737 -11.740 -13.852 0.028
C -16.269 -10.971 -20.642 0.023
C -12.260 -15.446 -12.079 0.000
C -15.575 -12.055 -19.835 0.028
H -12.787 -16.226 -17.261 0.000
H -13.175 -16.092 -15.804 -0.001
H -11.639 -9.830 -12.603 0.000
H -14.291 -9.969 -18.560 0.000
H -12.540 -14.453 -12.430 0.000
H -10.215 -11.566 -12.526 0.000
H -13.502 -10.246 -10.452 0.000
H -15.047 -9.147 -11.569 0.000
H -18.482 -12.352 -14.116 0.000
H -12.649 -11.676 -13.868 0.004
H -17.755 -12.959 -17.729 0.000
H -11.656 -14.076 -14.893 0.001
H -17.353 -11.017 -20.536 0.003
H -14.105 -11.985 -12.855 -0.001
H -17.064 -12.577 -14.597 0.000
H -11.445 -15.772 -12.725 0.000
H -16.094 -10.536 -15.913 0.002
H -10.434 -14.618 -15.605 0.000
H -13.755 -10.532 -17.261 0.000
H -15.963 -9.945 -20.439 0.002
H -10.258 -11.501 -11.015 0.000
H -14.325 -7.817 -11.530 0.000
H -18.439 -13.577 -16.528 0.000
H -12.439 -11.201 -10.953 0.000
H -16.064 -9.201 -16.626 0.000
H -16.164 -11.215 -21.699 0.004
H -13.971 -10.690 -14.025 0.013
H -12.689 -8.771 -12.863 0.000
```

---

No. 2
Molecular formula: C5H28B3BrClFO16S
Method: DFT, ωB97M-V/def2-TZVPD

The LUMO energy comes out at -0.165 eV. The calculation puts the HOMO energy at -10.44 eV. For the gap between HOMO and LUMO, the calculation gives 10.3 eV.

Geometry as XYZ:
```
56
Properties=species:S:1:pos:R:3:nbo_charge:R:1
Br 0.571 -5.470 -0.995 -0.048
Cl -1.965 -0.710 1.711 -0.094
S 2.110 1.013 -0.455 2.185
F 0.832 1.908 -0.376 -0.479
O 0.591 -0.233 -2.556 -0.866
O 6.011 1.165 3.405 -0.956
O -3.665 -0.504 4.825 -0.942
O 2.684 -1.186 -2.013 -0.869
O 2.286 -6.059 -3.637 -0.941
O 1.406 -3.985 1.154 -0.479
O 0.914 -2.620 -2.616 -0.881
O 3.185 1.865 -0.856 -0.922
O -4.184 -2.756 -3.291 -0.940
O -5.903 5.873 1.337 -0.965
O -2.432 2.266 -0.765 -0.964
O 6.056 2.080 0.307 -0.951
O -5.760 6.912 4.316 -0.942
O 2.193 0.287 0.768 -0.888
O 8.633 -0.069 2.829 -0.942
O -3.611 5.098 -0.206 -0.962
C -1.457 -1.787 -2.178 -0.809
C 2.627 -3.463 -0.818 -0.920
C -2.492 -1.080 0.041 -0.359
C 1.594 -4.162 0.009 0.557
C -1.492 -2.014 -0.635 -0.392
B 1.746 -0.224 -1.839 0.874
B 2.046 -2.441 -1.853 1.208
B 0.030 -1.533 -2.496 1.197
H -3.521 6.014 -0.483 0.474
H -4.351 -2.575 -4.221 0.472
H -1.704 -3.058 -0.423 0.232
H -3.882 5.156 0.717 0.491
H -6.593 5.507 1.902 0.482
H -4.592 -3.615 -3.139 0.472
H -5.455 6.448 3.530 0.471
H 5.343 1.637 2.895 0.475
H 6.828 1.648 3.234 0.481
H 2.132 -5.717 -4.524 0.470
H 3.309 -2.951 -0.144 0.276
H -2.751 3.139 -0.502 0.496
H 2.015 -6.980 -3.680 0.473
H -3.344 -0.976 4.050 0.475
H -3.454 -1.574 0.105 0.219
H 5.337 2.193 -0.325 0.487
H 3.155 -4.232 -1.389 0.303
H -1.751 -2.688 -2.709 0.263
H -5.231 7.714 4.339 0.469
H -3.129 0.294 4.851 0.466
H 8.104 -0.438 3.544 0.475
H -2.550 -0.126 -0.470 0.242
H -2.104 -0.968 -2.474 0.249
H -0.513 -1.797 -0.190 0.190
H -1.483 2.381 -0.868 0.467
H 7.996 0.077 2.123 0.469
H 5.823 1.271 0.774 0.463
H -6.362 6.108 0.525 0.485
```

---

No. 3
Molecular formula: C5H28N2O7
Method: DFT, ωB97M-V/def2-TZVPD

The LUMO energy comes out at 0.430 eV. Its SMILES is CNCCN(C)C.O.O.O.O.O.O.O. The calculation puts the HOMO energy at -8.97 eV. For the gap between HOMO and LUMO, the calculation gives 9.4 eV. The relative energy (zero: lowest compared OMol25 entry of this formula, charge and spin) comes out at 341.5 kJ/mol.

Geometry as XYZ:
```
42
Properties=species:S:1:pos:R:3:nbo_charge:R:1
O -0.746 -1.312 -2.059 -0.983
O 0.276 1.423 -1.942 -0.950
O 3.592 -0.806 0.887 -0.955
O -2.426 0.922 -2.958 -0.947
O 1.777 -3.112 1.682 -0.989
O -0.145 -3.587 -0.567 -0.972
O 2.063 -0.524 -1.346 -1.018
N 0.799 1.950 1.088 -0.653
N -1.749 0.625 0.499 -0.517
C -2.972 -0.236 0.241 -0.427
C 0.600 0.471 0.970 -0.251
C -0.805 0.140 1.539 -0.252
C -2.287 2.017 0.779 -0.424
C 2.206 2.338 0.943 -0.423
H 4.033 -1.553 0.486 0.470
H -0.687 -2.991 -1.084 0.499
H 2.689 1.555 0.303 0.191
H 2.894 -1.380 1.280 0.493
H -3.805 0.188 0.799 0.202
H -0.712 -0.846 -1.108 0.488
H -2.975 -0.374 -0.832 0.208
H -1.477 2.737 0.945 0.224
H -0.865 -1.004 1.772 0.201
H 2.602 2.426 2.078 0.193
H 1.394 0.062 1.670 0.203
H 0.580 -0.150 0.101 0.186
H -0.353 1.360 -2.606 0.486
H 1.456 -3.071 0.797 0.503
H 1.555 0.035 -1.947 0.497
H -0.814 0.592 2.534 0.201
H -1.943 0.067 -2.762 0.489
H 0.336 2.420 0.239 0.353
H 0.222 -1.318 -2.186 0.503
H -2.738 2.341 -0.229 0.189
H -2.374 1.316 -2.096 0.456
H 2.719 -0.167 -0.807 0.504
H -0.114 1.095 -1.191 0.472
H -3.007 2.050 1.669 0.188
H 2.397 3.447 0.598 0.209
H -2.595 -1.165 0.618 0.200
H 0.126 -4.279 -1.039 0.466
H 1.275 -3.700 2.243 0.489
```

---

No. 4
Molecular formula: C5H28N2O8
Method: DFT, ωB97M-V/def2-TZVPD

The LUMO energy comes out at 0.260 eV. Its SMILES is C=NCC[C@@H](C)N.O.O.O.O.O.O.O.O. The calculation puts the HOMO energy at -9.15 eV. For the gap between HOMO and LUMO, the calculation gives 9.4 eV. The relative energy (zero: lowest compared OMol25 entry of this formula, charge and spin) comes out at 522.9 kJ/mol.

Geometry as XYZ:
```
43
Properties=species:S:1:pos:R:3:nbo_charge:R:1
O -3.191 2.414 0.320 -0.960
O -1.206 -0.749 -3.403 -0.962
O 2.920 -2.798 1.873 -0.900
O -0.852 2.489 -1.073 -0.952
O -2.534 0.120 -1.171 -0.965
O -1.208 2.397 2.018 -1.017
O 0.676 1.158 -2.869 -1.001
O -0.964 -0.338 3.016 -0.972
N 0.703 -2.582 -0.475 -0.423
N 1.716 0.471 2.211 -0.875
C 2.465 0.704 -0.096 -0.634
C -0.381 -1.805 0.067 -0.245
C 0.188 -0.297 0.261 -0.460
C 1.642 -0.149 0.839 -0.089
C 0.827 -2.976 -1.677 -0.028
H -3.075 0.216 -0.313 0.510
H -1.362 2.851 2.799 0.474
H 0.229 0.035 -0.927 0.272
H -0.736 -1.540 -3.493 0.485
H 2.620 0.437 2.718 0.377
H -1.085 1.375 2.398 0.526
H 3.499 0.472 0.034 0.202
H 1.661 -3.498 -2.129 0.176
H -1.046 -1.080 2.387 0.482
H 3.041 -2.565 1.014 0.467
H 2.036 -1.208 1.005 0.225
H -2.572 2.587 0.935 0.476
H -1.230 -1.853 -0.684 0.206
H -0.691 0.361 0.705 0.205
H -0.028 -0.296 3.310 0.513
H -3.054 3.135 -0.289 0.472
H -1.826 -0.575 -2.740 0.507
H 1.375 1.310 2.277 0.344
H -1.240 1.951 -0.384 0.492
H 0.026 0.418 -3.169 0.483
H 2.272 1.753 0.023 0.208
H 2.228 -3.251 1.971 0.452
H 0.161 -2.709 -2.459 0.100
H -0.614 -2.168 1.139 0.162
H 2.305 0.427 -1.244 0.242
H -3.204 0.403 -1.751 0.473
H 0.087 1.762 -2.464 0.484
H -0.577 3.189 -0.510 0.467
```

---

One value per record, in order, for calculated total energy: -2327.616972; -5018.240590; -843.366335; -918.566541 hartree.